[1]
Here is a 10-piece molecular cluster, C38H54N6O12 overall from the OMol25 dataset. Energies are from wB97M-V/def2-TZVPD.

CARTESIAN COORDINATES (ANGSTROEM)
N (-6.5047, -3.8337, 1.6128)
C (-5.8280, -3.1119, 0.7331)
C (-4.5107, -2.6526, 0.9052)
C (-3.8546, -2.9835, 2.0799)
C (-4.5477, -3.7672, 3.0033)
C (-5.8725, -4.0873, 2.7604)
H (-6.3800, -2.7972, -0.1467)
H (-4.0455, -2.0914, 0.1067)
H (-2.8462, -2.6618, 2.3072)
H (-4.0958, -4.0027, 3.9574)
H (-6.4074, -4.6155, 3.5423)
N (4.2277, -1.8372, -2.0378)
C (5.0345, -1.4877, -3.0356)
C (4.6254, -1.2943, -4.3558)
C (3.3070, -1.5887, -4.6328)
C (2.4791, -1.9883, -3.6157)
C (2.9330, -2.1263, -2.3163)
H (6.0781, -1.3715, -2.7667)
H (5.2839, -1.0173, -5.1669)
H (2.8881, -1.4026, -5.6149)
H (1.5066, -2.4115, -3.8553)
H (2.3540, -2.5392, -1.5047)
C (0.0706, 1.7870, -6.4292)
C (0.3815, 0.5655, -5.5838)
O (-0.3803, 0.7868, -4.3986)
C (-0.5623, 2.1351, -4.2857)
O (-1.1147, 2.6576, -3.3850)
O (-0.1440, 2.7630, -5.4222)
H (-0.8580, 1.6727, -6.9964)
H (0.8582, 2.0073, -7.1451)
H (1.4450, 0.5170, -5.3450)
H (0.1395, -0.3669, -6.0907)
C (-4.1255, 1.4001, -5.1301)
C (-4.6745, 2.6881, -4.5033)
O (-4.8057, 2.3951, -3.1192)
C (-4.2428, 1.1689, -2.8515)
O (-4.0826, 0.7582, -1.7485)
O (-3.8880, 0.6023, -3.9849)
H (-3.2966, 1.6328, -5.7883)
H (-4.9780, 0.9669, -5.6592)
H (-5.6481, 3.0307, -4.8393)
H (-3.8757, 3.4322, -4.5886)
C (4.6030, -1.7404, 1.8755)
C (3.5327, -0.6418, 1.7956)
O (4.3043, 0.5241, 1.5040)
C (5.6220, 0.2661, 1.7330)
O (6.5029, 1.0582, 1.6686)
O (5.7757, -0.9817, 2.1752)
H (4.7355, -2.2956, 0.9477)
H (4.3952, -2.4526, 2.6723)
H (2.8422, -0.6071, 2.6268)
H (3.0601, -0.9150, 0.8530)
C (-1.3345, -0.3601, -0.7267)
C (0.0714, 0.1484, -1.0002)
O (0.8806, -0.6960, -0.1924)
C (0.1557, -1.4418, 0.6087)
O (0.5981, -2.1247, 1.5052)
O (-1.1414, -1.3304, 0.3515)
H (-1.9022, -0.7135, -1.5827)
H (-1.9233, 0.4312, -0.2677)
H (0.1364, 1.2025, -0.7255)
H (0.4188, 0.0295, -2.0263)
C (5.0990, 4.1798, -0.7800)
C (4.6698, 2.7205, -0.8836)
C (3.5767, 2.4507, -1.8802)
C (2.2980, 3.1165, -1.5341)
N (1.3274, 3.6487, -1.2289)
H (4.3096, 4.8244, -0.3866)
H (5.3478, 4.5823, -1.7673)
H (5.9731, 4.3063, -0.1448)
H (4.3420, 2.3549, 0.0911)
H (5.5767, 2.1405, -1.0676)
H (3.3176, 1.4017, -2.0299)
H (3.8702, 2.9329, -2.8206)
C (-3.1337, 1.1306, 2.2463)
C (-4.1310, 2.1474, 1.6997)
C (-5.5451, 1.8120, 2.1420)
C (-5.6393, 1.7415, 3.6028)
N (-5.7783, 1.7579, 4.7430)
H (-2.1349, 1.2001, 1.8201)
H (-3.5302, 0.1177, 2.1315)
H (-3.0760, 1.2789, 3.3278)
H (-4.0066, 2.2562, 0.6188)
H (-3.8893, 3.1630, 2.0292)
H (-5.9040, 0.8602, 1.7465)
H (-6.2811, 2.5983, 1.9470)
C (0.5658, 3.6675, 1.7811)
C (1.5046, 2.4944, 2.0461)
C (1.0370, 1.4841, 3.1319)
C (0.2533, 2.1070, 4.1993)
N (-0.3727, 2.6505, 4.9944)
H (-0.2017, 3.4283, 1.0463)
H (1.1619, 4.4199, 1.2604)
H (0.1903, 4.1246, 2.6934)
H (2.5179, 2.8012, 2.2999)
H (1.5531, 1.9059, 1.1263)
H (1.8917, 0.9423, 3.5194)
H (0.2546, 0.8242, 2.7352)
C (1.1497, -5.7753, 5.4733)
C (0.1129, -4.7654, 4.9354)
C (0.6706, -3.7570, 3.9185)
C (1.4324, -2.5978, 4.3984)
N (2.0101, -1.6821, 4.7844)
H (0.5826, -6.3105, 6.2397)
H (1.9923, -5.2870, 5.9549)
H (1.4167, -6.5120, 4.7189)
H (-0.2942, -4.2265, 5.7903)
H (-0.6746, -5.3065, 4.4139)
H (-0.0976, -3.3619, 3.2554)
H (1.3097, -4.2811, 3.2011)

## Properties
**Lowest unoccupied orbital energy**: -0.009 Ha
**SMILES string**: O=C1OCCO1.O=C1OCCO1.O=C1OCCO1.O=C1OCCO1.c1ccncc1.c1ccncc1.CCCC#N.CCCC#N.CCCC#N.CCCC#N
**Orbital gap**: 9.3 eV



[2]
Here is C19H22CoN8O4S as an isolated structure from the OMol25 dataset. Energies are from wB97M-V/def2-TZVPD.

CARTESIAN COORDINATES (ANGSTROEM)
Co (-0.3200, -0.1166, -0.0871)
N (-2.3205, -1.6632, 3.0317)
C (-0.9829, -1.9315, 3.5605)
C (-0.4995, -3.1423, 4.3830)
C (0.2191, -4.2069, 3.6183)
C (0.9152, -3.9445, 2.5172)
C (0.9781, -2.5856, 1.9375)
C (-0.1242, -1.6269, 2.3307)
N (-0.9950, -1.1214, 1.3397)
C (-2.2045, -1.1270, 1.7938)
C (-3.1461, -0.4635, 0.8940)
C (-4.4982, -0.3597, 0.8942)
S (-5.0093, 0.5638, -0.4489)
C (-3.3888, 0.7611, -0.9245)
N (-2.5069, 0.1836, -0.1584)
H (-3.1891, -1.7952, 3.5210)
H (-1.2569, -3.5741, 5.0340)
H (0.2413, -5.1986, 4.0533)
H (1.4907, -4.7325, 2.0487)
H (1.1952, -2.5814, 0.8751)
H (-5.2053, -0.7758, 1.5930)
H (-3.1296, 1.3268, -1.8074)
N (0.5072, 0.9596, -1.5415)
N (0.4485, 0.3090, -2.7874)
C (0.1690, -1.0278, -2.8068)
N (0.2950, -1.6382, -3.9710)
N (-0.2246, -1.5236, -1.6305)
N (-0.6190, -2.8644, -1.5473)
O (-0.9858, -3.2100, -0.4566)
O (-0.5661, -3.5817, -2.5277)
H (0.1044, 1.8882, -1.6247)
H (1.4744, 1.0346, -1.2204)
H (0.9920, 0.7088, -3.5389)
H (0.5731, -1.1281, -4.7932)
H (0.0626, -2.6204, -4.0290)
C (3.8948, -1.4023, 1.0400)
C (2.5232, -0.9630, 1.4316)
O (1.8187, -0.3205, 0.6222)
C (1.9746, -1.4037, 2.7282)
C (2.6793, -2.0479, 3.8470)
C (1.9779, -2.4318, 4.9186)
C (0.5125, -2.1749, 5.1373)
C (-0.0546, -0.9600, 4.3755)
C (0.7141, -0.6362, 3.0791)
H (4.1855, -0.9222, 0.1099)
H (3.9128, -2.4869, 0.9054)
H (4.6158, -1.1688, 1.8239)
H (3.7301, -2.2969, 3.7677)
H (2.4908, -2.9762, 5.7022)
H (0.3040, -2.1215, 6.2031)
H (-0.3893, -0.1234, 4.9826)
H (0.6986, 0.4042, 2.7731)
O (-0.1979, 1.9616, 0.9177)
H (-0.8697, 2.4546, 1.4034)
H (0.6427, 2.1783, 1.3389)

## Properties
**⟨S²⟩**: 0.76
**Lowest unoccupied orbital energy (alpha / beta)**: -0.207 / -0.196 Ha
**Relative energy (zero: lowest compared OMol25 entry of this formula, charge and spin)**: 342.8 kJ/mol
**Total charge**: +2
**Orbital gap (alpha / beta)**: 8.4 / 8.7 eV
**Spin multiplicity**: 2